Entry 1:
# C5H7ClO5SZn

C5H7ClO5SZn as an isolated structure (ωB97M-V/def2-TZVPD, the Open Molecules 2025 dataset).

Lowest unoccupied orbital energy in eV: -12.084
Orbital gap in hartree: 0.1699

Structure (ORCA input):
```
! wB97M-V def2-TZVPD RIJCOSX def2/J DEFGRID3
* xyz 2 1
C -2.56757 -2.00164 -1.92758
S -1.07603 -1.01016 -1.37245
O -0.92380 0.11424 -2.34964
O 0.17220 -1.84816 -1.41901
C -1.43693 -0.39943 0.36603
O -0.24076 -0.31982 1.18714
C 0.58565 0.70651 0.81216
O 0.39876 1.53996 -0.15463
C 1.93804 0.90677 1.74386
C 3.14547 1.64446 0.95123
O 3.43801 2.89002 1.11262
Cl 4.16306 0.68934 -0.18069
H -3.45560 -1.50557 -1.40764
H -2.44798 -3.04296 -1.48445
H -2.66665 -1.98454 -3.05426
H -2.07192 0.55314 0.37207
H -2.09634 -1.21137 0.83693
H 2.32818 -0.13108 2.05077
H 1.57626 1.51316 2.66250
Zn 1.23794 2.89715 1.25505
*
```

---

Entry 2:
# C17H27FI2N3O6S

A 2-piece molecular cluster, C17H27FI2N3O6S overall (ωB97M-V/def2-TZVPD, the Open Molecules 2025 dataset).

Lowest unoccupied orbital energy in eV: -4.747
Orbital gap in hartree: 0.2634

Structure (ORCA input):
```
! wB97M-V def2-TZVPD RIJCOSX def2/J DEFGRID3
* xyz 1 1
C 2.49879 -3.28299 -2.55009
C 3.62272 -3.24149 -1.40519
O 3.09315 -3.55177 -0.10296
C 2.76421 -2.39121 0.64852
C 1.57403 -1.55146 0.07549
C 1.86363 -0.14481 -0.37040
C 3.27269 0.50988 -0.31014
C 4.15638 0.28660 -1.57758
O 5.25735 -0.12514 -1.43291
F 3.72379 0.52748 -2.86240
C 0.71175 0.65294 -0.86813
C 0.81566 2.12856 -1.32286
C -0.24841 3.09347 -0.60288
C -0.60249 2.65418 0.86952
I 0.32186 5.17702 -0.65157
C -0.59969 -0.09328 -0.88832
N -1.77095 0.61321 -1.35261
N -0.77264 -1.35846 -0.47512
N 0.28846 -1.97700 -0.01777
C 0.03958 -3.37442 0.48029
C -0.07602 -3.38164 2.07422
C 0.79421 -4.49722 2.78153
I -2.17377 -3.84349 2.57521
H 2.41391 -2.24083 -2.95116
H 1.51585 -3.54754 -2.07345
H 2.74013 -4.04310 -3.33874
H 4.32361 -4.08843 -1.66128
H 4.24425 -2.31222 -1.43906
H 2.44739 -2.75035 1.67112
H 3.69757 -1.79580 0.80459
H 3.86926 0.19612 0.58848
H 3.15425 1.62708 -0.19774
H 1.81543 2.60013 -1.16533
H 0.57519 2.19756 -2.42274
H -1.19851 3.00779 -1.19686
H -0.77688 3.54579 1.53360
H 0.18637 2.03665 1.37509
H -1.56333 2.06431 0.91953
H -1.77668 0.58226 -2.38306
H -2.57790 0.02576 -1.09170
H -0.96940 -3.69611 0.09850
H 0.77215 -4.11064 0.06859
H 0.11391 -2.33881 2.42649
H 1.70383 -3.99613 3.22734
H 0.20427 -4.86261 3.66491
H 1.07381 -5.35540 2.12444
C -4.81754 3.64441 -0.26793
C -6.04379 3.77709 0.61544
O -5.53007 3.87409 1.94459
S -4.10181 4.62656 1.91037
O -4.30955 5.99549 2.22391
O -3.15024 3.81552 2.59017
O -3.83960 4.50798 0.31505
H -4.42465 2.62357 -0.25037
H -5.01793 3.93720 -1.29760
H -6.71643 2.92621 0.52470
H -6.59114 4.69741 0.39627
*
```

---

Entry 3:
# CH6O3Si

The molecule CH6O3Si (ωB97M-V/def2-TZVPD, the Open Molecules 2025 dataset).

SMILES string: C[Si@H](O)OO
Lowest unoccupied orbital energy in eV: 0.733
Orbital gap in hartree: 0.4130
Energy relative to the best compared isomer or geometry (same formula, charge and spin) in eV: 5.363

Structure (ORCA input):
```
! wB97M-V def2-TZVPD RIJCOSX def2/J DEFGRID3
* xyz 0 1
C -0.14361 0.22083 -0.97295
Si 0.37938 0.08968 0.85328
O 1.79404 -0.63191 1.17631
O -0.65355 -0.97655 1.60375
O -2.08188 -0.91516 1.23851
H -0.88324 0.96969 -0.98492
H 0.72896 0.39811 -1.71126
H -0.62646 -0.63443 -1.30012
H 0.41618 1.44351 1.32564
H 1.90585 -1.32565 1.84538
H -1.79486 -0.80420 0.32258
*
```

---

Entry 4:
# C44H36F3LiN5P2S2

C44H36F3LiN5P2S2 as an isolated structure (ωB97M-V/def2-TZVPD, the Open Molecules 2025 dataset).

Lowest unoccupied orbital energy in eV: 1.792
Orbital gap in hartree: 0.2324
Energy relative to the best compared isomer or geometry (same formula, charge and spin) in eV: 1.009

Structure (ORCA input):
```
! wB97M-V def2-TZVPD RIJCOSX def2/J DEFGRID3
* xyz -1 1
Li 0.65287 -0.19370 0.24679
N 5.37497 -6.36185 -5.46679
C 4.96808 -5.57611 -4.73166
C 4.47538 -4.59027 -3.82342
C 3.11305 -4.52161 -3.52563
C 2.65228 -3.56671 -2.64045
C 3.53456 -2.66978 -2.03726
C 4.88944 -2.74175 -2.34173
C 5.36140 -3.69220 -3.22888
C 2.98634 -1.69626 -1.05936
C 2.59438 -2.22338 0.18340
C 2.75558 -3.56222 0.63504
C 2.33554 -3.58705 1.94871
C 1.93559 -2.26940 2.25520
N 2.08158 -1.45163 1.21685
C 2.85566 -0.37250 -1.46195
C 3.26963 0.20277 -2.70384
C 2.82733 1.50025 -2.69446
C 2.14806 1.67063 -1.45693
N 2.17422 0.57990 -0.71761
H 2.42777 -5.22029 -3.98624
H 1.59780 -3.49305 -2.40903
H 5.58245 -2.05603 -1.87091
H 6.41551 -3.75275 -3.46419
H 3.13276 -4.38929 0.05410
H 2.31582 -4.43504 2.61474
H 1.60601 -1.88712 3.21167
H 3.81371 -0.30104 -3.48788
H 2.92910 2.23569 -3.47695
H 1.64111 2.56348 -1.11218
N -2.31012 0.72137 -0.28292
P -1.76739 -0.94096 -0.12439
C -2.69033 -1.17345 1.56145
C -1.90485 -1.25660 2.70680
C -2.47632 -1.36774 3.96752
C -3.85491 -1.41104 4.10074
C -4.65722 -1.34375 2.96881
C -4.07761 -1.22331 1.71432
C -3.01481 -1.92570 -1.03256
C -3.85940 -1.37721 -1.99030
C -4.75861 -2.18342 -2.67183
C -4.80394 -3.54650 -2.41568
C -3.94880 -4.10510 -1.47673
C -3.06533 -3.29401 -0.78021
P -1.13772 1.74879 0.43685
C -2.07309 2.29741 1.93182
C -3.33062 2.88770 1.80330
C -4.08490 3.18125 2.92619
C -3.58878 2.89867 4.19271
C -2.32793 2.34274 4.32895
C -1.57478 2.04210 3.20157
C -1.32273 3.29355 -0.52763
C -0.56172 4.39137 -0.12454
C -0.59569 5.57406 -0.84440
C -1.39388 5.67276 -1.97711
C -2.13744 4.57806 -2.39249
C -2.09810 3.39009 -1.67559
H -3.22724 0.84454 0.13452
H -0.82246 -1.24016 2.59874
H -1.84690 -1.42741 4.84844
H -4.30787 -1.50354 5.08080
H -5.73625 -1.39475 3.06429
H -4.71661 -1.17984 0.83704
H -3.78948 -0.31938 -2.21130
H -5.41394 -1.75154 -3.41855
H -5.49945 -4.18110 -2.95170
H -3.97127 -5.17071 -1.28250
H -2.40699 -3.71428 -0.02748
H -3.71921 3.11862 0.81681
H -5.06579 3.62710 2.81294
H -4.18931 3.11416 5.06809
H -1.92823 2.12973 5.31270
H -0.59219 1.60601 3.30925
H 0.07440 4.30722 0.75193
H 0.00520 6.41780 -0.52781
H -1.43088 6.59488 -2.54397
H -2.74247 4.65125 -3.28804
H -2.65403 2.52415 -2.01270
S 2.19663 1.31704 3.88616
C 3.34245 1.56935 2.73475
N 3.89520 0.61801 1.98539
C 5.02515 1.00417 1.16357
C 4.96180 2.51334 0.94354
S 4.05004 3.15560 2.38409
H 3.27121 -0.18923 1.72072
H 5.00605 0.45865 0.22062
H 5.95092 0.75246 1.69478
H 4.40770 2.76900 0.04653
H 5.94695 2.97369 0.91732
F -0.35765 0.63670 -2.34151
C -0.89801 -0.62401 -2.16237
F 0.21824 -1.46501 -2.13061
F -1.44402 -0.90518 -3.39620
*
```

---

Entry 5:
# C4H12

A 2-piece molecular cluster, C4H12 overall (ωB97M-V/def2-TZVPD, the Open Molecules 2025 dataset).

SMILES string: CC.CC
Lowest unoccupied orbital energy in eV: 1.132
Orbital gap in hartree: 0.4683
Energy relative to the best compared isomer or geometry (same formula, charge and spin) in eV: 0.243

Structure (ORCA input):
```
! wB97M-V def2-TZVPD RIJCOSX def2/J DEFGRID3
* xyz 0 1
C 1.86571 -1.27518 1.23647
C 0.90949 -0.49706 2.16429
H 2.89899 -1.02952 1.46631
H 1.80900 -2.36247 1.34582
H 1.69105 -1.00600 0.19602
H 0.79209 0.48309 1.72372
H 1.37563 -0.39916 3.15369
H 0.03133 -1.11265 2.35359
C -0.69513 1.03193 -1.74353
C -2.19028 0.78334 -1.63128
H -0.28609 1.76222 -1.04793
H -0.09594 0.11347 -1.70630
H -0.41579 1.36047 -2.75586
H -2.73717 1.71595 -1.71254
H -2.45856 0.36753 -0.65223
H -2.49432 0.06406 -2.39023
*
```

---

Entry 6:
# C31H49IrN4O4PS

C31H49IrN4O4PS as an isolated structure (ωB97M-V/def2-TZVPD, the Open Molecules 2025 dataset).

Lowest unoccupied orbital energy (alpha / beta) in eV: -5.850 / -6.933
Orbital gap (alpha / beta) in hartree: 0.2987 / 0.2626
Expectation value of S²: 0.7618
Energy relative to the best compared isomer or geometry (same formula, charge and spin) in eV: 0.000

Structure (ORCA input):
```
! wB97M-V def2-TZVPD RIJCOSX def2/J DEFGRID3
* xyz 2 2
Ir -1.57912 -1.70263 0.41660
C -3.68501 -0.53479 4.09540
C -2.34962 -1.27988 4.08568
C -1.71025 -1.29438 5.48176
C -1.36738 -0.70033 3.10657
C -1.19958 0.65509 2.93327
C -0.31785 1.17476 1.98704
C -0.22680 2.67955 1.88523
C -1.58548 3.37720 1.98635
C 0.71490 3.20586 2.97919
C 0.51477 0.32999 1.20672
C 0.51189 -1.05570 1.50798
C -0.53339 -1.56113 2.34889
C 1.62766 -2.06735 1.26060
C 2.65097 -1.94393 2.40003
C 2.30899 -2.08776 -0.09752
C 1.51767 0.97402 0.26758
C 2.74579 1.22489 0.87960
C 3.80976 1.84081 0.24082
C 3.66318 2.26059 -1.06591
C 2.44588 2.06343 -1.69423
C 1.36253 1.42569 -1.07542
P -0.09710 1.39051 -2.17917
C -0.79434 3.37991 -2.67442
C -1.20834 3.78429 -1.28551
C 0.45547 4.03038 -3.20776
C -1.89934 3.12890 -3.66954
C 0.22678 0.22172 -3.58539
C 0.76924 -1.09749 -3.05551
C -1.11927 -0.02426 -4.29405
C 1.20710 0.81963 -4.60294
H -4.44326 -1.13932 4.59118
H -4.03197 -0.31305 3.08519
H -3.61051 0.40444 4.64649
H -2.52887 -2.31715 3.78705
H -1.46800 -0.27943 5.80191
H -0.79408 -1.88656 5.50354
H -2.40688 -1.71891 6.20411
H -1.80367 1.33895 3.51266
H 0.21969 2.91864 0.92304
H -1.96592 3.36686 3.00793
H -2.33821 2.91439 1.34734
H -1.48154 4.42551 1.70471
H 0.33415 2.94261 3.96765
H 0.77938 4.29254 2.92248
H 1.72137 2.79999 2.88398
H -0.42946 -2.57702 2.72193
H 1.15031 -3.03927 1.38891
H 3.23391 -1.02813 2.32427
H 3.35101 -2.77833 2.34820
H 2.17086 -1.96468 3.37955
H 2.92744 -1.20837 -0.27444
H 1.57891 -2.17016 -0.89518
H 2.96247 -2.96025 -0.15089
H 2.86334 0.92899 1.91309
H 4.74018 1.99634 0.77043
H 4.47321 2.74913 -1.58974
H 2.34176 2.42068 -2.70697
H -0.36063 3.81082 -0.60801
H -2.01592 3.16677 -0.90018
H -1.59793 4.80800 -1.34337
H 1.21352 4.17329 -2.44390
H 0.15263 5.03189 -3.53940
H 0.85722 3.53949 -4.08851
H -2.60267 2.37161 -3.34661
H -1.51524 2.92112 -4.66541
H -2.47101 4.06271 -3.73611
H 0.10414 -1.53788 -2.31076
H 1.76262 -0.97412 -2.62745
H 0.84203 -1.79610 -3.89145
H -1.83119 -0.55248 -3.65930
H -0.92660 -0.65941 -5.16026
H -1.58150 0.88538 -4.65845
H 2.20535 0.96828 -4.19449
H 0.84544 1.75087 -5.03558
H 1.29948 0.10721 -5.42444
N 0.44204 -6.72952 0.79629
C 0.47944 -6.56542 -0.53202
N 0.97029 -7.53923 -1.29278
N 0.05151 -5.47207 -1.15663
C -0.38726 -4.44213 -0.52550
N -0.82144 -3.47819 -0.04772
H 0.74167 -7.58422 1.23334
H 0.02343 -6.02783 1.38085
H 1.26363 -8.42414 -0.91787
H 0.95181 -7.41755 -2.29133
O -3.37615 1.19503 -1.64470
S -2.62885 0.20204 -0.97612
O -2.69051 0.14366 0.50618
O -1.05622 0.53216 -1.19008
O -2.74847 -1.20607 -1.40864
*
```

---

For reference, calculated total energy by record: -3207.7366, -2372.7622, -556.8754, -3758.4210, -159.5760, -2574.0148 Ha.